A molecular structure, C31H40AlN2O8 at a distorted geometry, computed with the ωB97M-V functional and the def2-TZVPD basis.

The geometry in XYZ format:
```
82
Properties=species:S:1:pos:R:3
C 2.496 1.583 0.244
C -0.937 -1.587 4.892
H -0.340 2.912 -2.203
H -0.276 -8.686 2.052
Al 1.995 4.080 -4.947
H -3.306 4.123 -2.747
H -1.210 -0.539 4.924
H 3.963 0.947 -4.591
C -5.806 0.024 4.377
C 3.324 -7.145 1.642
C -1.686 -3.980 4.614
H 3.165 -6.566 3.677
C -1.052 3.838 -2.343
O 4.283 3.331 0.782
H -1.557 1.739 -0.548
C 1.357 -7.612 3.032
C 4.676 2.858 -3.555
H 3.011 0.645 -0.229
H -1.268 -1.141 -3.026
O 1.828 -3.811 5.141
O -3.563 0.187 -3.801
H -0.152 -5.440 4.739
H -0.583 0.295 -4.048
H 1.674 1.450 -5.072
H -6.323 -1.603 3.011
O 0.793 -7.525 4.114
O -2.545 0.545 1.957
H 1.141 -1.308 5.217
C -2.479 3.285 -2.930
C -2.683 1.928 -0.813
C -4.808 1.078 4.650
C 4.436 3.842 -2.260
H -0.052 5.707 -5.368
H -2.503 -4.672 4.446
H 5.719 2.312 -3.362
H 1.338 2.035 -3.286
N 3.161 3.581 -1.489
C 0.324 -1.999 5.049
H -3.282 0.999 -0.368
C -2.588 0.768 -3.052
H -3.133 2.895 -0.278
C 0.674 -3.433 4.999
H -1.196 5.931 -3.236
H 5.384 3.762 -1.556
C -0.425 -4.393 4.771
O -3.190 -2.169 4.522
C -0.002 4.679 -4.762
C 1.331 -8.373 0.701
H -3.004 2.017 4.047
H 0.557 5.499 -2.613
H 4.447 4.962 -2.670
H 2.830 5.150 -4.133
H 1.441 1.753 -0.272
N -2.988 2.013 -2.292
C -5.582 -0.834 3.197
C -2.036 -2.547 4.664
C 3.415 2.924 -0.147
H 2.679 4.481 -1.264
H 3.433 0.993 -2.782
H -4.339 -1.284 1.537
C -1.122 0.035 -3.032
C 2.076 2.167 -4.206
C -4.518 -0.663 2.407
H -0.466 0.288 -2.088
C -3.520 0.390 2.680
H 4.314 -6.739 1.474
H 4.858 3.498 -4.546
H -4.987 1.698 5.520
C 3.564 1.667 -3.732
C -0.377 5.064 -3.206
C 0.714 -8.280 1.884
H -0.737 3.899 -5.257
C -3.744 1.249 3.860
H -1.242 4.277 -1.249
O 3.245 -7.901 -0.588
C 2.707 -7.052 2.824
H 2.401 1.481 1.429
H 0.873 -8.859 -0.151
H 2.461 4.165 -6.475
H -2.377 3.054 -4.097
C 2.681 -7.813 0.494
O -6.781 -0.130 5.100
```

As for the LUMO energy: -0.72 eV. The net charge is -1. For the highest occupied orbital energy, the calculation gives -4.68 eV. The total energy is -2158.76727 Eh. The orbital gap comes out at 3.96 eV.